94
Properties=species:S:1:pos:R:3:forces:R:3:lowdin_charge:R:1 method="wB97M-V/def2-TZVPD" e_tot_ha=-3739.2916 relative_energy_kj_mol=38.7 gap_ev="4.89 / 4.71" spin_multiplicity=6 total_charge=+3
Ir 12.87722 12.30608 12.09978 -0.964 0.880 0.705 1.130
S 17.03567 13.22733 14.68234 -0.080 0.229 -0.640 0.989
S 13.49747 14.72279 14.12460 -0.076 -0.294 1.795 0.637
P 11.52282 13.18828 10.51384 -1.663 0.166 -1.475 0.800
P 12.02011 10.66390 10.79512 -0.442 -0.502 -1.566 0.777
O 14.22819 13.92884 15.14739 -0.310 0.758 -1.887 -0.365
O 14.18124 15.25056 12.95631 -0.160 -0.644 0.554 -0.331
N 17.47093 14.33174 12.15736 -0.548 0.788 1.913 0.086
N 14.88842 11.97592 12.63863 1.673 -0.052 0.213 -0.032
N 11.01030 11.68773 9.89271 -0.095 0.008 0.584 -0.315
N 15.87582 12.88607 12.14209 1.118 0.193 1.415 -0.025
N 12.30161 13.73688 13.55688 -0.108 -0.160 -0.459 -0.288
N 17.03142 14.26418 10.90767 0.674 0.773 0.235 0.181
N 12.57768 11.03534 13.82927 -1.316 2.257 1.463 -0.080
C 11.02083 11.03917 15.80137 -0.238 -1.344 -0.907 -0.109
C 11.62518 13.56094 7.86241 0.514 1.124 -1.018 -0.062
C 12.75668 15.39431 6.64200 0.236 -0.232 1.963 -0.043
C 11.05963 8.21244 11.66512 0.894 -1.064 -1.388 -0.070
C 12.12019 14.05411 9.06612 0.821 0.476 -0.355 -0.370
C 7.93051 15.99963 10.52888 2.365 0.378 -0.576 -0.018
C 12.89493 10.03756 8.23387 -1.902 -0.644 0.053 -0.070
C 13.07041 15.95306 7.87637 1.427 -0.196 2.679 -0.031
C 13.05562 9.80159 9.60619 0.797 0.007 0.100 -0.356
C 12.68938 16.00222 15.02372 0.106 0.399 0.728 -0.277
C 15.08370 8.56856 9.11358 -0.305 -1.020 1.602 -0.047
C 10.84186 9.57264 11.46749 -1.218 -0.250 2.573 -0.349
C 11.96204 14.26873 6.67293 -0.780 -1.457 -0.186 -0.033
C 12.41281 9.16431 15.29110 0.726 -1.059 -1.366 -0.045
C 9.49132 12.92618 15.89594 0.707 2.406 -2.176 0.013
C 10.18451 15.41646 11.19198 1.068 -0.121 -0.072 -0.113
C 15.52514 12.98269 9.53009 -0.339 -1.488 0.831 0.037
C 11.44439 13.04842 14.42871 0.965 -1.364 -0.519 -0.285
C 14.88836 8.75965 7.76036 1.093 0.429 -0.298 -0.048
C 11.77392 11.65721 14.73664 -1.461 1.722 -0.564 -0.135
C 11.40854 9.71218 16.06219 -1.112 -0.247 2.236 -0.003
C 11.38194 16.60826 16.95940 -0.682 3.121 -1.828 -0.030
C 10.02489 7.34279 12.03495 0.018 0.681 -0.094 -0.018
C 16.83091 13.52940 13.04490 -1.546 -1.008 -2.339 -0.648
C 12.22608 18.31112 15.37912 -0.648 0.207 0.896 -0.043
C 8.79925 7.92214 12.37427 0.178 -1.379 -0.251 -0.031
C 10.23482 13.58988 14.85376 -2.404 -1.140 3.795 0.007
C 13.76703 9.45262 7.34134 0.482 -0.120 -0.010 -0.050
C 14.12133 9.00962 10.06418 0.509 1.254 -1.359 -0.092
C 12.83907 15.26311 9.11346 -1.172 -0.372 -1.917 -0.070
C 9.22982 16.36572 11.02926 -2.098 0.323 0.063 -0.031
C 9.63586 10.12862 12.01365 0.822 0.287 -0.962 -0.079
C 10.01104 14.10131 10.71724 0.555 1.151 1.237 -0.355
C 12.90855 9.78852 14.16810 0.950 -2.727 0.385 -0.172
C 7.78627 14.71850 10.07007 -0.525 -1.869 0.308 -0.032
C 12.09016 15.66948 16.26925 0.577 0.303 -0.962 -0.079
C 11.42037 17.96904 16.47196 -0.124 -2.151 0.167 -0.010
C 12.77874 17.32400 14.56757 -0.428 -0.987 0.843 -0.034
C 9.76283 11.59631 16.24959 3.574 -0.071 -1.213 0.067
C 16.07077 13.38251 10.86623 -0.259 -0.952 0.453 -0.257
C 8.61754 9.28522 12.35648 0.125 0.074 0.534 -0.066
C 8.83173 13.73774 10.14912 -0.924 1.683 0.373 -0.054
H 9.47233 11.20506 12.12007 0.135 -0.203 -0.311 0.105
H 13.06603 15.63968 10.09296 0.550 0.543 0.054 0.090
H 13.23351 17.48243 13.61324 0.386 0.501 -0.237 0.105
H 8.71737 13.35436 16.53257 -0.083 0.630 -0.871 0.131
H 11.17082 15.70715 11.55535 -0.197 0.020 0.158 0.097
H 7.93980 7.32051 12.65228 0.218 -0.195 -0.103 0.128
H 7.66395 9.64966 12.66231 -0.449 0.467 0.205 0.117
H 15.65736 8.49737 6.97855 -0.970 -0.142 1.187 0.151
H 13.69865 16.84138 8.03690 -0.440 -0.212 -0.736 0.122
H 7.21730 16.77188 10.26946 -0.259 -0.166 0.515 0.124
H 9.99920 14.57100 14.55006 -0.348 1.008 -0.144 0.107
H 13.25170 15.73748 5.76327 -0.375 0.503 -0.696 0.119
H 9.06739 11.02458 16.78162 -0.718 -0.856 0.843 0.120
H 10.60129 16.46235 17.67667 0.351 -0.753 0.832 0.113
H 9.99561 11.50484 9.88059 0.861 -0.203 -0.180 0.077
H 13.54371 9.20709 13.49911 -0.023 0.277 0.080 0.105
H 6.79494 14.38178 9.76142 0.375 0.132 -0.376 0.123
H 12.19883 14.70738 16.68006 0.019 -1.249 0.166 0.101
H 14.49943 12.62406 9.51465 -0.277 0.188 0.398 0.041
H 14.89243 12.01551 13.70026 0.383 -0.084 -1.108 0.096
H 15.04099 11.03417 12.26345 0.722 0.149 0.538 0.114
H 11.89723 10.42299 7.92928 1.198 0.198 -0.128 0.116
H 10.18146 6.26470 11.94729 -0.134 0.399 0.409 0.130
H 15.58444 13.82874 8.89634 0.215 0.753 -0.711 0.087
H 10.99729 12.67266 7.88865 0.250 0.286 -0.560 0.091
H 12.04238 7.77539 11.34651 -1.073 0.356 0.279 0.121
H 13.70018 9.45715 6.28382 -0.826 0.599 -0.836 0.114
H 16.07644 12.12171 9.11138 0.238 0.511 0.218 0.119
H 10.69398 18.63655 16.94290 0.830 0.323 -0.120 0.124
H 17.96657 15.16659 12.53052 0.166 -0.816 -0.869 0.213
H 9.38872 17.39511 11.32592 0.166 -0.069 0.006 0.120
H 15.90876 7.94352 9.46427 -0.099 0.387 -0.091 0.122
H 14.23152 8.96451 11.13807 0.429 -0.669 0.140 0.078
H 11.61926 13.90466 5.70535 -0.011 -0.273 0.299 0.122
H 12.38158 19.36758 15.26143 -0.035 0.225 -0.829 0.116
H 10.93163 9.13131 16.92321 0.757 0.861 -1.443 0.162
H 12.72137 8.12690 15.40456 -0.033 0.249 0.298 0.129
H 8.77522 12.76380 9.75342 -0.945 -0.834 -0.586 0.081